{"formula": "C21H64N8O9", "method": "ωB97M-V with the def2-TZVPD basis set", "species": ["C", "O", "C", "C", "C", "N", "H", "H", "H", "H", "H", "H", "H", "H", "H", "H", "H", "C", "O", "C", "C", "C", "N", "H", "H", "H", "H", "H", "H", "H", "H", "H", "H", "H", "C", "O", "C", "C", "C", "N", "H", "H", "H", "H", "H", "H", "H", "H", "H", "H", "H", "C", "O", "C", "C", "C", "N", "H", "H", "H", "H", "H", "H", "H", "H", "H", "H", "H", "N", "C", "N", "O", "H", "H", "H", "H", "N", "C", "N", "O", "H", "H", "H", "H", "C", "O", "H", "H", "H", "H", "C", "O", "H", "H", "H", "H", "C", "O", "H", "H", "H", "H"], "positions_angstrom": [[6.066, -3.295, -1.072], [5.754, -1.972, -1.404], [4.614, -1.891, -2.229], [4.053, -0.489, -2.213], [5.136, 0.582, -2.371], [3.365, -0.311, -0.908], [6.210, -3.952, -1.942], [5.236, -3.761, -0.514], [6.968, -3.322, -0.469], [4.884, -2.187, -3.250], [3.824, -2.547, -1.836], [3.323, -0.383, -3.019], [5.937, 0.403, -1.651], [4.751, 1.588, -2.220], [5.621, 0.531, -3.352], [4.014, -0.545, -0.165], [3.044, 0.635, -0.743], [-0.483, -5.051, -1.240], [-1.347, -4.048, -0.759], [-1.622, -4.133, 0.625], [-2.866, -3.386, 1.030], [-2.836, -1.928, 0.570], [-2.977, -3.502, 2.495], [-0.321, -4.870, -2.301], [-0.916, -6.042, -1.078], [0.502, -5.021, -0.753], [-1.711, -5.186, 0.932], [-0.739, -3.765, 1.173], [-3.725, -3.876, 0.562], [-2.874, -1.803, -0.512], [-1.954, -1.373, 0.906], [-3.704, -1.405, 0.984], [-3.703, -2.841, 2.754], [-2.094, -3.132, 2.853], [-1.694, 2.903, -2.097], [-2.597, 2.203, -1.286], [-3.922, 2.139, -1.792], [-4.868, 2.290, -0.624], [-6.260, 1.750, -0.933], [-4.901, 3.667, -0.156], [-1.856, 3.990, -2.151], [-1.623, 2.569, -3.142], [-0.673, 2.774, -1.729], [-4.105, 2.944, -2.511], [-4.082, 1.158, -2.248], [-4.481, 1.593, 0.141], [-6.963, 2.003, -0.136], [-6.262, 0.663, -1.024], [-6.671, 2.179, -1.852], [-3.953, 4.023, -0.180], [-5.252, 3.699, 0.792], [1.573, 1.351, 4.673], [1.801, -0.029, 4.381], [0.678, -0.812, 4.679], [0.862, -2.195, 4.100], [1.260, -2.146, 2.618], [-0.388, -2.949, 4.218], [0.985, 1.809, 3.878], [2.545, 1.814, 4.823], [1.056, 1.446, 5.636], [0.560, -0.895, 5.776], [-0.236, -0.317, 4.324], [1.734, -2.698, 4.539], [0.488, -1.736, 1.962], [1.335, -3.200, 2.301], [2.235, -1.708, 2.432], [-0.238, -3.951, 4.126], [-0.693, -2.896, 5.191], [0.450, 1.778, -5.026], [1.224, 2.827, -4.605], [1.804, 2.662, -3.380], [1.397, 3.811, -5.321], [0.415, 1.033, -4.343], [-0.011, 1.761, -5.912], [1.701, 1.784, -2.906], [2.351, 3.443, -3.073], [-1.402, -1.780, -2.579], [-0.155, -1.257, -2.445], [0.652, -1.886, -1.532], [0.222, -0.275, -3.080], [-1.727, -2.500, -1.951], [-1.932, -1.484, -3.376], [0.207, -2.664, -1.070], [1.638, -1.675, -1.556], [-0.025, 0.815, 0.827], [0.913, 1.170, -0.166], [-1.057, 1.002, 0.521], [0.133, -0.232, 1.110], [0.194, 1.379, 1.735], [1.045, 0.506, -0.848], [-1.847, 3.248, 2.998], [-0.502, 3.197, 3.483], [-1.930, 3.980, 2.195], [-2.112, 2.265, 2.594], [-2.521, 3.481, 3.820], [0.038, 3.669, 2.834], [0.934, 5.148, 0.531], [1.118, 3.939, 1.253], [1.289, 5.981, 1.138], [1.527, 5.145, -0.386], [-0.114, 5.342, 0.285], [1.254, 3.228, 0.615]], "lowdin_charge": [-0.117, -0.188, -0.221, -0.407, -0.056, 0.048, 0.090, 0.089, 0.089, 0.136, 0.114, 0.130, 0.076, 0.067, 0.084, 0.087, 0.056, -0.100, -0.251, -0.204, -0.423, -0.045, 0.045, 0.094, 0.095, 0.094, 0.132, 0.112, 0.140, 0.054, 0.068, 0.078, 0.068, 0.023, -0.121, -0.197, -0.203, -0.468, -0.070, 0.054, 0.092, 0.083, 0.065, 0.134, 0.125, 0.130, 0.073, 0.073, 0.080, 0.063, 0.072, -0.078, -0.191, -0.235, -0.420, -0.062, 0.032, 0.052, 0.090, 0.091, 0.129, 0.133, 0.140, 0.039, 0.072, 0.081, 0.086, 0.085, 0.154, -0.684, 0.169, -0.003, 0.028, 0.102, 0.061, 0.101, 0.183, -0.624, 0.200, -0.006, 0.059, 0.113, 0.065, 0.066, -0.118, -0.145, 0.076, 0.044, 0.066, 0.022, -0.134, -0.163, 0.075, 0.068, 0.075, 0.034, -0.130, -0.129, 0.081, 0.080, 0.075, 0.055], "smiles": "COC[C@H](C)N.COC[C@H](C)N.COC[C@H](C)N.COC[C@H](C)N.NC(N)=O.NC(N)=O.CO.CO.CO", "lumo_energy_ha": 0.013, "total_energy_ha": -1953.69751}